{"formula": "C4H10OS", "method": "wB97M-V/def2-TZVPD", "orbital_gap_ev": 9.433, "de_lowest_kcal_mol": 11.00, "smiles": "C[C@H](CO)CS", "spin_multiplicity": 1, "homo_energy_ev": -8.7, "total_charge": 0, "lumo_ev": 0.711, "energy_ev": -17192.3484, "symbols": ["C", "C", "C", "O", "C", "S", "H", "H", "H", "H", "H", "H", "H", "H", "H", "H"], "xyz": [[-1.5127, -0.8660, -0.2579], [-0.2526, -0.3665, 0.4491], [-0.1883, 1.1298, 0.6290], [0.2048, 1.6228, -0.6469], [0.9443, -0.9820, -0.2661], [2.5622, -0.1503, 0.0538], [-1.6097, -0.5201, -1.2774], [-1.4603, -1.9655, -0.2587], [-2.3709, -0.4757, 0.3378], [-0.1778, -0.8057, 1.4635], [-1.1554, 1.5496, 0.9084], [0.6694, 1.3750, 1.3183], [0.3743, 2.5548, -0.6393], [0.8306, -1.0802, -1.3629], [1.0559, -2.0376, 0.0494], [2.0861, 1.0178, -0.5001]], "lowdin_charge": [-0.070, -0.453, -0.254, -0.125, -0.531, 0.685, 0.077, 0.084, 0.089, 0.142, 0.121, 0.111, 0.084, 0.080, 0.078, -0.119]}

{"formula": "C4H10OS2", "method": "wB97M-V/def2-TZVPD", "orbital_gap_ev": 8.897, "de_lowest_kcal_mol": 18.09, "smiles": "C1CSCSC1.O", "spin_multiplicity": 1, "homo_energy_ev": -8.3, "total_charge": 0, "lumo_ev": 0.582, "energy_ev": -28027.8070, "symbols": ["C", "C", "S", "C", "S", "C", "H", "H", "H", "H", "H", "H", "H", "H", "O", "H", "H"], "xyz": [[-0.2991, -1.1344, -1.6799], [0.9287, -0.2865, -1.3831], [0.4284, 1.5028, -1.2950], [-0.4861, 1.2021, 0.2918], [-2.0232, 0.1892, 0.1105], [-1.2433, -1.3769, -0.4144], [-0.9106, -0.6261, -2.4501], [-0.0353, -2.1372, -2.0674], [1.5760, -0.4915, -2.2574], [1.4589, -0.6460, -0.4802], [0.1909, 0.6531, 0.9742], [-0.7660, 2.1516, 0.7874], [-0.7248, -1.7078, 0.5060], [-2.0049, -2.1403, -0.6647], [1.4353, 1.2650, 3.1979], [0.5182, 1.4989, 3.4669], [1.9571, 2.0839, 3.3574]], "lowdin_charge": [-0.328, -0.502, 0.772, -0.779, 0.752, -0.491, 0.097, 0.105, 0.078, 0.087, 0.015, 0.035, 0.068, 0.074, -0.086, 0.050, 0.054]}

{"formula": "C4H10OS2", "method": "wB97M-V/def2-TZVPD", "orbital_gap_ev": 7.394, "de_lowest_kcal_mol": 82.99, "smiles": "CSSCCCO", "spin_multiplicity": 1, "homo_energy_ev": -8.9, "total_charge": 0, "lumo_ev": -1.486, "energy_ev": -28024.9925, "symbols": ["C", "S", "S", "C", "C", "C", "O", "H", "H", "H", "H", "H", "H", "H", "H", "H", "H"], "xyz": [[-2.8982, 0.9759, 1.0893], [-1.9901, 0.0573, -0.0993], [0.1327, 0.7329, 1.1605], [0.7920, 1.0017, -0.5486], [0.8538, -0.2975, -1.2315], [1.5273, -1.5545, -0.3573], [2.5466, -1.0612, 0.4328], [-2.3809, 1.9740, 1.3666], [-2.7284, 0.2456, 1.8279], [-3.9281, 1.1514, 0.6757], [1.7492, 1.3758, -0.4016], [0.3161, 1.6305, -1.1463], [-0.0983, -0.8104, -1.3481], [1.4167, -0.2313, -2.2262], [1.8127, -2.4783, -0.9070], [0.7045, -1.9033, 0.4138], [2.1725, -0.8089, 1.2993]], "lowdin_charge": [-0.587, 0.627, 0.688, -0.582, -0.295, -0.285, -0.131, 0.047, -0.033, 0.051, 0.054, 0.022, 0.017, 0.132, 0.114, 0.110, 0.050]}

{"formula": "C4H10P2", "method": "wB97M-V/def2-TZVPD", "orbital_gap_ev": [8.512, 8.511], "de_lowest_kcal_mol": 86.84, "spin_multiplicity": 1, "homo_energy_ev": [-8.5, -8.5], "total_charge": 0, "lumo_ev": [-0.029, -0.029], "energy_ev": -22881.9496, "symbols": ["C", "C", "C", "C", "P", "P", "H", "H", "H", "H", "H", "H", "H", "H", "H", "H"], "xyz": [[-0.6905, -0.5414, 2.5268], [0.1327, 0.8294, -1.7128], [-0.1886, 0.6225, -0.2417], [-0.4440, -0.7685, 0.1625], [-0.6889, 1.1018, 2.6913], [0.8492, -2.0492, 0.2331], [-0.2787, -1.2199, 3.1335], [0.9707, 0.2892, -2.1251], [0.3577, 1.8553, -1.8340], [-0.8282, 0.5631, -2.4152], [-1.0646, 1.3024, 0.1225], [0.6776, 0.9581, 0.3339], [-1.3737, -1.1601, -0.3465], [-0.4044, 1.0687, 4.0638], [1.9935, -1.3786, -0.2409], [0.5939, -2.3937, -1.2218]], "lowdin_charge": [-0.392, -0.127, -0.473, -0.521, 0.751, 0.754, -0.093, 0.050, 0.045, 0.131, 0.089, 0.062, 0.079, -0.161, -0.128, -0.066]}

{"formula": "C4H10S2", "method": "wB97M-V/def2-TZVPD", "orbital_gap_ev": 9.197, "de_lowest_kcal_mol": 45.06, "smiles": "C=CC.CSS", "spin_multiplicity": 1, "homo_energy_ev": -8.6, "total_charge": 0, "lumo_ev": 0.634, "energy_ev": -25979.0306, "symbols": ["C", "C", "C", "H", "H", "H", "H", "H", "H", "C", "S", "S", "H", "H", "H", "H"], "xyz": [[2.3307, -1.0397, 0.7880], [1.6567, -1.2681, 1.9247], [1.8158, -0.3358, 3.2090], [2.2576, -1.6227, -0.1630], [2.8078, -0.0674, 0.7878], [1.2474, -2.3448, 2.0630], [2.8936, -0.0908, 3.1869], [1.7177, -0.8877, 4.1457], [1.2104, 0.5533, 3.1912], [0.1859, -0.2239, -1.9352], [-1.3375, -0.3645, -0.9914], [-1.7231, 1.6311, -0.9139], [0.6078, -1.2172, -1.9556], [-0.0551, 0.1994, -2.9243], [0.9894, 0.3813, -1.3746], [-0.6412, 2.0359, -0.3920]], "lowdin_charge": [-0.066, -0.214, -0.097, 0.060, 0.050, 0.110, 0.066, 0.057, 0.053, -0.537, 0.351, 0.327, 0.006, 0.033, 0.047, -0.248]}

{"formula": "C4H10S2", "method": "wB97M-V/def2-TZVPD", "orbital_gap_ev": 8.156, "de_lowest_kcal_mol": 39.38, "smiles": "CCCSSC", "spin_multiplicity": 1, "homo_energy_ev": -9.0, "total_charge": 0, "lumo_ev": -0.802, "energy_ev": -25979.2766, "symbols": ["C", "C", "C", "S", "S", "C", "H", "H", "H", "H", "H", "H", "H", "H", "H", "H"], "xyz": [[1.6719, -1.5538, 0.4922], [0.9808, -0.2350, 0.7876], [0.8228, 0.6976, -0.4064], [0.0947, 0.0815, -1.8653], [-1.9330, -0.6828, -0.6497], [-2.6110, 1.0252, -0.4762], [1.6732, -2.3661, 1.2217], [0.9892, -1.9910, -0.2344], [2.6939, -1.4240, 0.0890], [0.0179, -0.4291, 1.4263], [1.6465, 0.2535, 1.5265], [0.3458, 1.5826, 0.1010], [1.8037, 1.0348, -0.7946], [-3.0932, 1.0506, 0.5292], [-1.7564, 1.6867, -0.5248], [-3.3468, 1.2693, -1.2223]], "lowdin_charge": [-0.149, -0.388, -0.709, 0.614, 0.510, -0.483, 0.071, 0.033, 0.085, 0.114, 0.101, 0.082, 0.076, 0.039, -0.012, 0.015]}

{"formula": "C4H10S2", "method": "wB97M-V/def2-TZVPD", "orbital_gap_ev": 9.388, "de_lowest_kcal_mol": 15.64, "smiles": "CCSSCC", "spin_multiplicity": 1, "homo_energy_ev": -8.8, "total_charge": 0, "lumo_ev": 0.607, "energy_ev": -25980.3064, "symbols": ["C", "C", "S", "S", "C", "C", "H", "H", "H", "H", "H", "H", "H", "H", "H", "H"], "xyz": [[0.6065, 1.5242, -1.8281], [0.3225, 1.7439, -0.3294], [-1.3384, 1.1215, 0.0625], [-1.2440, 0.1212, 1.9628], [-1.0769, -1.5711, 1.2542], [0.3674, -1.8277, 0.7211], [0.7764, 0.4666, -2.0047], [-0.3666, 1.6666, -2.3134], [1.2961, 2.2872, -2.1685], [1.0255, 1.1882, 0.2990], [0.4899, 2.7761, -0.0261], [-1.8625, -1.7431, 0.5285], [-1.1673, -2.2490, 2.1063], [0.4898, -1.7548, -0.3650], [0.9520, -0.9632, 1.0315], [0.7295, -2.7867, 1.0692]], "lowdin_charge": [-0.166, -0.616, 0.513, 0.487, -0.603, -0.167, 0.063, 0.049, 0.071, 0.046, 0.062, 0.051, 0.056, 0.062, 0.031, 0.062]}

{"formula": "C4H10S2", "method": "wB97M-V/def2-TZVPD", "orbital_gap_ev": 9.677, "de_lowest_kcal_mol": 8.19, "smiles": "CCSSCC", "spin_multiplicity": 1, "homo_energy_ev": -8.8, "total_charge": 0, "lumo_ev": 0.908, "energy_ev": -25980.6293, "symbols": ["C", "C", "S", "S", "C", "C", "H", "H", "H", "H", "H", "H", "H", "H", "H", "H"], "xyz": [[0.0972, 1.9231, 2.4718], [0.9490, 1.0561, 1.5595], [0.2955, -0.6328, 1.3263], [-1.0879, -0.5952, -0.1325], [-0.1358, -0.8706, -1.6800], [-0.7917, -1.9839, -2.4755], [0.1100, 2.9866, 2.1970], [0.4221, 1.9942, 3.5077], [-0.9502, 1.6363, 2.4134], [1.9069, 0.8046, 2.0296], [1.1745, 1.5060, 0.5921], [-0.1646, 0.0516, -2.2658], [0.8897, -1.0342, -1.3554], [-0.2112, -2.1810, -3.3808], [-1.7811, -1.7375, -2.8673], [-0.7224, -2.9236, -1.9400]], "lowdin_charge": [-0.179, -0.590, 0.456, 0.459, -0.592, -0.192, 0.069, 0.067, 0.056, 0.057, 0.068, 0.062, 0.052, 0.068, 0.073, 0.066]}